Entry 1:
{"formula": "C3H6BrNO2", "method": "the ωB97M-V functional and the def2-TZVPD basis", "homo_lumo_gap_ha": 0.251, "largest_force_ev_per_a": 2.93, "e_homo_ev": -8.45, "e_above_lowest_ev": 3.800, "symbols": ["C", "C", "C", "N", "O", "O", "Br", "H", "H", "H", "H", "H", "H"], "xyz": [[1.346470, 1.405064, -0.292703], [-1.076336, -1.947928, 0.637347], [-1.216400, -0.937395, -0.428273], [2.293232, 0.645824, -0.082653], [1.377107, 2.779223, -0.225896], [0.110987, 0.933565, -0.354026], [-2.483605, 0.356338, -0.102722], [-0.415420, -2.775657, 0.444905], [-2.196466, -1.969211, 1.044742], [-0.646122, -1.463352, 1.505945], [-0.823614, -1.108027, -1.452236], [3.211053, 0.939426, -0.174922], [0.519109, 3.142125, -0.519503]], "atomic_forces_ev_per_a": [[-2.765, 0.091, 0.975], [-2.070, 1.712, 1.033], [1.259, 1.037, -0.236], [0.678, -2.563, -0.203], [-0.034, 0.148, -0.718], [-0.941, 0.221, -0.316], [0.024, -0.394, -0.616], [-0.573, -0.662, -0.373], [2.317, -1.315, -0.892], [0.400, 0.517, 0.230], [-0.559, 0.461, 0.806], [1.810, 1.279, 0.100], [0.454, -0.531, 0.210]], "nbo_charge": [0.796, -0.757, 0.086, -0.837, -0.710, -0.754, 0.257, 0.264, 0.279, 0.293, 0.249, 0.348, 0.487]}

Entry 2:
{"formula": "C3H6BrO2P", "method": "the ωB97M-V functional and the def2-TZVPD basis", "homo_lumo_gap_ha": 0.296, "smiles": "COP=C=O.CBr", "largest_force_ev_per_a": 3.67, "e_homo_ev": -8.43, "e_above_lowest_ev": 1.967, "symbols": ["C", "C", "C", "O", "O", "P", "Br", "H", "H", "H", "H", "H", "H"], "xyz": [[1.614354, -0.550940, 0.089130], [2.626646, 2.564459, 0.203696], [-3.588158, -2.413599, -0.149492], [2.296844, -1.440162, 0.341670], [1.370528, 1.985676, 0.403517], [0.651498, 0.686302, -0.435108], [-2.455692, -0.867268, 0.086544], [2.399713, 3.267820, -0.583681], [3.288698, 1.873719, -0.250064], [3.016868, 3.075254, 1.046690], [-4.387883, -2.435884, 0.532957], [-2.852413, -3.329583, -0.101950], [-3.981005, -2.415788, -1.183915]], "atomic_forces_ev_per_a": [[0.954, -0.759, 0.229], [-1.069, 0.280, -2.338], [2.344, -2.009, -1.986], [0.137, -0.372, 0.269], [-1.701, -1.648, 1.018], [-0.198, 2.440, 0.031], [-0.196, 0.023, 0.058], [0.660, 0.903, -0.254], [1.131, -0.827, 0.017], [0.158, 0.084, 1.031], [-0.646, -0.061, 1.022], [-1.772, 1.716, 0.282], [0.197, 0.231, 0.621]], "nbo_charge": [0.284, -0.236, -0.660, -0.418, -0.789, 0.625, -0.005, 0.174, 0.171, 0.192, 0.216, 0.227, 0.220]}

Entry 3:
{"formula": "C3H6BrP", "method": "the ωB97M-V functional and the def2-TZVPD basis", "homo_lumo_gap_ha": 0.372, "smiles": "BrPC1CC1", "largest_force_ev_per_a": 3.65, "e_homo_ev": -9.51, "e_above_lowest_ev": 0.601, "symbols": ["C", "C", "C", "P", "Br", "H", "H", "H", "H", "H", "H"], "xyz": [[-0.869045, -0.826067, 0.045173], [0.258135, -0.992205, -0.931774], [0.349397, 0.066332, 0.221801], [0.239753, 1.836673, -0.272803], [-0.986597, 2.472898, 1.435837], [-1.792624, -0.276432, -0.171389], [-0.951750, -1.577356, 0.784006], [0.923282, -1.769589, -0.586489], [0.400312, -0.603497, -1.996135], [1.000046, -0.157503, 1.229602], [1.429091, 1.826747, 0.242172]], "atomic_forces_ev_per_a": [[0.084, 1.703, -0.826], [1.241, 1.252, 0.537], [0.293, -1.102, 1.388], [-2.324, -1.658, -1.268], [-0.201, 0.574, 0.619], [0.311, -0.508, -0.244], [-0.283, -0.752, 0.461], [-0.005, -0.536, -0.870], [-0.747, -0.794, 1.686], [-1.479, 0.521, -2.873], [3.110, 1.301, 1.390]], "nbo_charge": [-0.420, -0.425, -0.543, 0.557, -0.244, 0.222, 0.221, 0.220, 0.236, 0.232, -0.056]}

Entry 4:
{"formula": "C3H6BrP", "method": "the ωB97M-V functional and the def2-TZVPD basis", "homo_lumo_gap_ha": [0.249, 0.242], "largest_force_ev_per_a": 3.34, "e_homo_ev": [-6.31, -8.23], "e_above_lowest_ev": 2.690, "s_squared": 2.02, "multiplicity": 3, "symbols": ["C", "C", "C", "P", "Br", "H", "H", "H", "H", "H", "H"], "xyz": [[1.133532, 2.722954, 0.060978], [-0.861175, -1.441293, 0.533862], [0.087459, -0.650476, -0.486662], [0.439778, 1.135546, 0.147890], [2.366708, 3.284494, -1.088202], [-0.615017, -2.490913, 0.447560], [-0.678078, -1.148572, 1.535585], [-1.839200, -1.188393, 0.272148], [-0.312819, -0.530243, -1.493509], [1.072320, -1.055712, -0.622007], [-0.793508, 1.362607, 0.692358]], "atomic_forces_ev_per_a": [[-0.746, -1.651, -0.983], [2.654, 1.100, -1.711], [-0.084, 0.672, -0.527], [-0.356, -0.543, 2.882], [1.033, 0.935, -0.695], [-0.278, -0.244, -0.191], [0.292, 0.406, 0.992], [-1.674, -0.034, -0.307], [-0.416, -0.420, 0.106], [0.333, -0.585, 0.228], [-0.759, 0.362, 0.207]], "nbo_charge": [-0.519, -0.600, -0.567, 0.444, 0.167, 0.226, 0.221, 0.214, 0.219, 0.220, -0.025]}

Entry 5:
{"formula": "C3H6CeO3", "method": "the ωB97M-V functional and the def2-TZVPD basis", "homo_lumo_gap_ha": [0.178, 0.204], "largest_force_ev_per_a": 6.26, "charge": 3, "e_homo_ev": [-22.37, -22.38], "e_above_lowest_ev": 0.000, "s_squared": 0.75, "multiplicity": 2, "symbols": ["H", "O", "Ce", "O", "C", "O", "C", "C", "H", "H", "H", "H", "H"], "xyz": [[-1.336669, 0.892438, 0.026161], [-0.604456, -0.020293, 0.039850], [-2.229672, -0.510763, -3.935677], [-0.368675, -0.900263, -2.048451], [-1.107900, -0.489295, -1.148017], [-2.008240, 0.371580, -1.432687], [0.862035, -0.093061, 0.361718], [1.020212, 0.250143, 1.812765], [1.142876, -1.119136, 0.110968], [1.348026, 0.620586, -0.309350], [0.515575, -0.478803, 2.458097], [2.095843, 0.209791, 2.031653], [0.671046, 1.267077, 2.032968]], "atomic_forces_ev_per_a": [[2.602, -2.404, 1.045], [-3.452, 0.806, 0.298], [1.383, 0.474, 2.967], [-1.171, -2.910, -1.325], [2.664, 5.525, -1.229], [-3.459, -1.681, -2.604], [1.816, 0.241, 0.857], [-0.054, -0.085, 0.149], [-0.225, 0.103, 0.041], [-0.187, -0.088, -0.015], [0.137, 0.189, -0.131], [-0.182, 0.041, -0.022], [0.127, -0.212, -0.030]], "nbo_charge": [0.641, -0.492, 2.752, -0.677, 0.999, -0.790, -0.057, -0.668, 0.249, 0.230, 0.262, 0.300, 0.251]}

Entry 6:
{"formula": "C3H6Cl2Si", "method": "the ωB97M-V functional and the def2-TZVPD basis", "homo_lumo_gap_ha": 0.332, "largest_force_ev_per_a": 5.17, "e_homo_ev": -8.99, "e_above_lowest_ev": 4.007, "symbols": ["C", "C", "C", "Si", "Cl", "Cl", "H", "H", "H", "H", "H", "H"], "xyz": [[0.709639, 1.710838, 0.330071], [0.135934, 0.604157, -0.032455], [-0.024530, -1.048578, 1.676815], [-0.442859, -0.235106, -1.675557], [0.509471, -2.030135, -1.820308], [-2.516174, -0.599700, -1.636597], [0.882179, 2.604806, -0.442400], [1.086152, 1.965550, 1.227769], [-0.922761, -1.599401, 1.354367], [-0.264539, -0.480205, 2.577385], [1.044878, -1.375751, 1.527228], [-0.197391, 0.483525, -3.086318]], "atomic_forces_ev_per_a": [[-0.297, 2.241, -4.648], [-1.131, -3.700, 0.762], [0.546, 2.225, -2.376], [-0.218, 1.397, -0.230], [0.065, -0.098, 0.096], [0.941, 0.190, 0.152], [-0.445, -2.016, 1.331], [0.981, 0.447, 3.231], [1.014, -0.147, -0.138], [0.450, 0.097, -0.290], [-1.717, -0.030, 0.285], [-0.189, -0.607, 1.825]], "nbo_charge": [-0.426, -0.433, -0.523, 1.246, -0.364, -0.382, 0.197, 0.202, 0.209, 0.194, 0.222, -0.140]}

Entry 7:
{"formula": "C3H6Cl3O3P2", "method": "the ωB97M-V functional and the def2-TZVPD basis", "homo_lumo_gap_ha": 0.280, "largest_force_ev_per_a": 1.67, "charge": -1, "e_homo_ev": -4.54, "e_above_lowest_ev": 0.871, "symbols": ["C", "C", "C", "O", "O", "O", "P", "P", "Cl", "Cl", "Cl", "H", "H", "H", "H", "H", "H"], "xyz": [[-1.703198, -0.147141, 0.786415], [-1.450997, 0.539490, -0.545551], [-0.026319, 0.398062, -1.011596], [2.166930, -2.417218, -0.893095], [0.058007, -2.932308, 0.516133], [1.355736, -0.775909, 0.950825], [1.067173, -2.017592, -0.021329], [1.323536, 0.740377, 0.093710], [1.478095, 2.974240, -0.663057], [1.638488, 1.544815, 1.948308], [3.032846, 0.378190, -0.799965], [-1.098568, 0.319850, 1.564272], [-2.750983, -0.066346, 1.069854], [-1.431673, -1.196567, 0.727732], [-2.083051, 0.091402, -1.323094], [-1.735955, 1.600201, -0.474098], [0.159934, 0.966458, -1.925459]], "atomic_forces_ev_per_a": [[-0.204, 0.126, -0.084], [0.017, -0.123, 0.109], [1.012, -1.022, 0.855], [0.148, -0.043, -0.367], [-0.423, 0.117, -0.026], [-0.430, -0.142, -0.744], [-0.270, 0.712, 0.168], [-0.929, -0.359, -0.219], [-0.074, 0.251, -0.119], [-0.096, 0.382, 0.449], [1.323, 0.287, -0.563], [-0.041, -0.033, 0.138], [-0.117, 0.020, 0.106], [-0.063, -0.071, 0.113], [-0.002, 0.077, 0.084], [0.003, -0.056, -0.063], [0.147, -0.123, 0.163]], "nbo_charge": [-0.620, -0.432, -0.854, -1.073, -1.081, -1.105, 2.432, 1.500, -0.579, -0.245, -0.195, 0.200, 0.192, 0.238, 0.201, 0.185, 0.237]}

Entry 8:
{"formula": "C3H6Cl4O", "method": "the ωB97M-V functional and the def2-TZVPD basis", "homo_lumo_gap_ha": 0.392, "smiles": "ClC(Cl)(Cl)Cl.CCO", "largest_force_ev_per_a": 0.64, "e_homo_ev": -10.41, "e_above_lowest_ev": 0.048, "symbols": ["C", "Cl", "Cl", "Cl", "Cl", "C", "C", "O", "H", "H", "H", "H", "H", "H"], "xyz": [[-0.726614, 3.956255, 0.907446], [-0.904703, 4.462590, -0.794364], [-2.317719, 3.566953, 1.573705], [0.315030, 2.547094, 1.038913], [-0.035280, 5.315911, 1.813914], [-0.240264, -2.935225, -0.812484], [0.909256, -2.073241, -0.319332], [0.418187, -0.735215, -0.190789], [-0.606007, -2.526563, -1.754891], [-1.070575, -2.942834, -0.109958], [0.147002, -3.941351, -0.982657], [1.706968, -2.095213, -1.066340], [1.262200, -2.448173, 0.644810], [1.142520, -0.150988, 0.052027]], "atomic_forces_ev_per_a": [[-0.202, 0.390, -0.138], [0.072, -0.261, 0.304], [0.056, 0.010, -0.068], [0.045, 0.043, -0.066], [0.015, -0.162, -0.013], [0.382, 0.259, -0.146], [-0.574, 0.225, -0.165], [0.027, -0.084, 0.084], [-0.009, -0.095, -0.038], [0.055, -0.109, 0.113], [-0.263, -0.066, 0.030], [0.183, -0.094, 0.159], [0.196, 0.036, -0.028], [0.016, -0.092, -0.029]], "nbo_charge": [-0.220, 0.049, 0.059, 0.061, 0.051, -0.621, -0.060, -0.729, 0.212, 0.212, 0.208, 0.157, 0.157, 0.464]}

Entry 9:
{"formula": "C3H6ClF", "method": "the ωB97M-V functional and the def2-TZVPD basis", "homo_lumo_gap_ha": 0.429, "smiles": "CC(C)(F)Cl", "largest_force_ev_per_a": 4.42, "e_homo_ev": -10.77, "e_above_lowest_ev": 0.649, "symbols": ["C", "C", "C", "H", "H", "H", "H", "H", "H", "F", "Cl"], "xyz": [[-0.002233, 1.288829, 0.067693], [-0.540750, -0.190669, 0.284858], [0.462246, -1.112509, -0.398970], [0.995123, 1.269344, 0.707705], [-0.532941, 2.066092, 0.559676], [0.114836, 1.373422, -1.009360], [0.293488, -2.150784, -0.295164], [1.414695, -0.938673, 0.081226], [0.590944, -0.846975, -1.573128], [-0.434537, -0.528995, 1.524647], [-2.360867, -0.229079, 0.050820]], "atomic_forces_ev_per_a": [[1.798, -2.390, 1.633], [0.662, 2.316, -2.212], [-0.232, 1.244, -4.017], [-1.534, 0.054, -1.899], [-1.107, 0.481, -0.035], [0.299, 0.648, 0.193], [-0.727, -1.056, 0.054], [0.193, 0.381, 0.084], [-0.344, -0.727, 2.787], [0.274, -0.652, 4.365], [0.718, -0.299, -0.953]], "nbo_charge": [-0.645, 0.395, -0.648, 0.215, 0.228, 0.223, 0.229, 0.230, 0.212, -0.344, -0.096]}

Entry 10:
{"formula": "C3H6ClFN2O", "method": "the ωB97M-V functional and the def2-TZVPD basis", "homo_lumo_gap_ha": 0.382, "smiles": "C/N=C(\\NO)[C@H](F)Cl", "largest_force_ev_per_a": 1.64, "e_homo_ev": -9.70, "e_above_lowest_ev": 1.473, "symbols": ["C", "C", "C", "H", "H", "H", "H", "H", "H", "N", "N", "O", "F", "Cl"], "xyz": [[0.392516, -0.119506, -1.974611], [-0.052706, 0.360854, 0.308960], [-0.335687, 1.408011, 1.356317], [-0.360719, -0.913028, -1.967330], [1.372167, -0.626271, -1.898308], [0.311486, 0.455753, -2.858575], [-0.162237, -0.974401, 1.814151], [0.057510, -2.534762, -0.159720], [0.039076, 2.331736, 1.007211], [0.210641, 0.788912, -0.846777], [-0.257753, -0.946282, 0.785580], [0.635351, -1.885080, 0.239844], [0.243294, 1.055859, 2.550726], [-2.092939, 1.598204, 1.642533]], "atomic_forces_ev_per_a": [[0.336, -0.793, 1.390], [-0.351, -0.260, -0.002], [-0.555, -0.838, 0.268], [-0.082, 0.070, -0.150], [-0.380, 0.375, -0.256], [0.045, 0.420, -0.961], [-0.041, -0.075, -0.827], [-0.146, -0.291, -0.164], [0.385, 1.006, -0.143], [0.158, -0.185, 0.111], [0.150, 0.415, 0.614], [0.211, 0.066, 0.187], [0.055, 0.145, -0.006], [0.215, -0.053, -0.063]], "nbo_charge": [-0.438, 0.339, 0.173, 0.179, 0.215, 0.203, 0.377, 0.472, 0.209, -0.426, -0.352, -0.555, -0.343, -0.051]}

In order of appearance, E_tot = -78831.8989; -86632.3747; -82537.9699; -82533.6006; -22242.6757; -36129.4782; -65500.5456; -55344.7622; -18447.5053; -23473.8181 eV.